(1)
{"formula": "C17H24N2O3", "method": "ωB97M-V with the def2-TZVPD basis set", "elements": ["O", "C", "C", "H", "H", "H", "O", "C", "H", "H", "H", "H", "C", "N", "H", "H", "C", "C", "C", "C", "H", "H", "H", "C", "C", "C", "C", "H", "H", "C", "H", "H", "N", "H", "C", "H", "H", "C", "C", "H", "H", "O", "H", "C", "H", "H"], "coordinates": [[-1.262, 2.233, -1.283], [0.252, 3.701, 2.475], [1.062, -5.371, -1.810], [1.015, 6.161, 0.341], [2.108, 4.812, 0.723], [1.772, -2.569, -1.751], [0.077, 5.499, -1.698], [-0.174, 1.569, -1.745], [-1.976, -4.086, 0.256], [-0.874, -3.317, 2.394], [-0.243, 5.807, 2.405], [1.410, 5.496, 2.961], [-0.335, 3.281, 1.120], [0.059, -3.850, -0.134], [0.059, -4.810, 2.433], [-1.429, 3.292, 1.134], [-1.038, -1.694, -0.068], [0.961, -1.973, -1.366], [0.631, 5.168, 2.277], [-1.109, -0.379, -0.459], [2.111, -4.093, -0.412], [1.146, 3.115, 2.690], [-0.008, 2.273, 0.848], [0.892, -0.654, -1.744], [1.083, 5.186, 0.823], [-1.018, -4.497, 0.583], [-0.145, 0.170, -1.305], [1.638, -0.233, -2.401], [-2.343, 3.925, -1.308], [-0.004, -2.541, -0.514], [-1.014, -5.557, 0.313], [-0.458, 3.554, 3.286], [0.159, 4.269, 0.176], [-1.293, 3.704, -2.737], [1.195, -4.688, -0.448], [-1.916, 0.242, -0.102], [1.934, -5.990, -2.005], [-1.357, 3.597, -1.649], [-0.875, -4.363, 2.100], [-1.697, -4.868, 2.599], [0.973, -4.631, -2.602], [0.667, 2.098, -2.433], [0.177, -6.002, -1.834], [-0.293, 4.531, -1.062], [-1.796, -2.064, 0.602], [1.276, -5.451, 0.332]], "forces_ev_per_a": [[-0.014, -0.312, 0.083], [-0.050, 0.110, -0.022], [0.080, 0.115, 0.252], [0.077, -0.110, 0.054], [0.007, 0.092, 0.013], [0.061, -0.094, -0.031], [-0.089, 0.157, -0.290], [0.137, 0.250, -0.192], [0.045, -0.100, -0.036], [0.000, 0.098, 0.054], [-0.007, 0.055, -0.009], [0.004, 0.060, 0.039], [-0.294, -0.522, 0.143], [0.007, -0.117, 0.028], [0.088, -0.043, 0.056], [0.065, -0.088, 0.036], [-0.136, -0.164, 0.090], [0.127, -0.117, 0.005], [0.089, -0.132, -0.089], [0.185, 0.172, -0.201], [-0.034, -0.072, 0.085], [-0.001, -0.031, 0.019], [-0.115, 0.074, 0.095], [-0.213, 0.281, 0.068], [0.160, 0.387, -0.011], [-0.090, 0.091, 0.347], [0.000, -0.308, 0.109], [0.073, 0.015, -0.059], [0.118, -0.038, -0.039], [-0.028, 0.200, -0.034], [-0.052, 0.077, -0.064], [0.019, -0.077, 0.028], [0.245, 0.091, 0.255], [-0.007, 0.053, 0.251], [0.091, -0.094, -0.335], [-0.070, 0.024, 0.040], [0.085, -0.103, -0.081], [0.056, 0.411, -0.421], [-0.086, -0.042, -0.276], [-0.080, -0.053, 0.125], [-0.006, 0.052, -0.099], [-0.189, 0.014, 0.118], [-0.082, -0.073, -0.023], [-0.176, -0.221, -0.164], [-0.049, -0.070, 0.073], [0.047, 0.104, 0.010]], "largest_force_ha_per_bohr": 0.0120, "homo_energy_ev": -7.858, "e_tot_ha": -997.450432, "smiles": "CCN(CC)c1ccc(C(=O)OCC(=O)N2CCCC2)cc1", "gap_ev": 8.5146, "de_lowest_kj_mol": 123.1}

***

(2)
{"formula": "C17H24N4O", "method": "ωB97M-V with the def2-TZVPD basis set", "elements": ["H", "O", "H", "N", "H", "H", "H", "H", "C", "H", "N", "C", "H", "C", "H", "H", "C", "H", "H", "H", "H", "C", "H", "H", "C", "H", "C", "C", "C", "C", "C", "H", "H", "H", "C", "C", "H", "C", "C", "H", "C", "N", "C", "H", "H", "N"], "coordinates": [[4.651, -3.354, -2.184], [0.031, -0.432, 2.915], [3.744, -0.692, -3.828], [0.386, -1.337, 0.268], [-3.407, -0.603, 0.110], [-1.598, 5.058, 3.199], [0.683, 4.307, 3.852], [1.283, 2.134, 4.339], [2.319, -1.035, -1.249], [1.394, -3.791, 0.468], [2.307, 3.305, -0.026], [-2.393, -0.867, 0.305], [-1.923, 1.184, 0.818], [-0.036, 0.074, 0.573], [-0.004, -2.011, 0.924], [-1.280, 0.096, -2.004], [1.537, -1.801, -0.387], [-0.098, 4.938, 1.467], [4.203, 0.418, -2.457], [-2.090, 3.329, 3.111], [-1.410, 3.896, 0.839], [3.791, -2.938, -1.682], [-2.086, -1.653, -0.432], [2.119, 0.024, -1.435], [-1.244, 4.019, 3.024], [-0.404, 1.562, 4.451], [3.452, -1.577, -1.886], [0.214, 0.457, 2.071], [1.912, -3.135, -0.192], [-1.635, 0.861, -1.280], [1.405, 3.104, 0.690], [-2.673, 1.115, -1.548], [0.656, 0.693, 0.007], [-1.020, 1.768, -1.398], [-0.143, 3.622, 4.043], [-0.605, 3.976, 1.619], [3.279, -4.768, -0.602], [4.205, -0.660, -2.808], [-1.522, 0.383, 0.173], [-2.319, -1.303, 1.302], [3.036, -3.707, -0.777], [0.334, 2.890, 1.508], [0.289, 2.203, 3.875], [5.247, -0.954, -2.929], [-0.562, 3.740, 5.041], [0.320, 1.806, 2.454]], "forces_ev_per_a": [[0.114, -0.048, -0.035], [1.010, 1.785, -0.831], [0.345, 0.141, 0.759], [-0.983, 0.893, 0.738], [-0.853, 0.118, -0.086], [0.105, -0.724, -0.015], [0.139, 0.071, 0.428], [-0.128, -0.477, -0.201], [0.556, 0.088, -0.130], [-0.750, -0.054, 0.563], [-1.372, -0.331, 0.930], [0.962, -0.676, 0.001], [0.256, -0.288, -0.028], [1.688, -0.348, -0.338], [0.244, 0.375, -0.191], [-0.111, 0.382, 0.527], [-0.180, 0.354, 0.225], [0.166, -0.415, -0.100], [-0.140, -1.291, -0.342], [0.043, 0.122, -0.103], [0.667, 0.044, 0.506], [-0.321, 0.876, 0.412], [-0.198, 0.753, 0.580], [-0.130, -0.340, 0.143], [0.575, -0.018, 0.067], [0.399, -0.079, -0.693], [-0.613, -0.603, 0.537], [-2.307, -1.325, 0.619], [0.817, -0.544, -0.015], [0.556, 0.350, -0.250], [0.558, -0.336, 0.331], [0.309, -0.123, 0.199], [-0.212, 0.196, -0.392], [-0.202, -0.239, -0.225], [-1.276, 1.245, -0.847], [-2.093, 0.599, 0.021], [-0.127, 0.691, -0.012], [-0.020, 0.836, -0.651], [0.075, -0.595, -0.437], [-0.106, -0.031, 0.069], [-0.045, 0.663, -1.039], [1.664, -1.193, -0.596], [0.380, -0.649, 0.399], [0.022, -0.078, 0.042], [0.424, 0.199, 0.122], [0.093, 0.022, -0.657]], "largest_force_ha_per_bohr": 0.0531, "homo_energy_ev": -7.609, "e_tot_ha": -956.391333, "smiles": "Cc1cccc(N[C@H](C(=O)N2CCCCN2C#N)C(C)C)c1", "gap_ev": 8.1377, "de_lowest_kj_mol": 0.0}

***

(3)
{"formula": "C17H24N4O3", "method": "ωB97M-V with the def2-TZVPD basis set", "elements": ["N", "H", "H", "C", "C", "H", "O", "C", "O", "N", "C", "N", "H", "N", "H", "H", "C", "H", "H", "H", "C", "H", "C", "C", "H", "H", "C", "H", "H", "C", "H", "C", "H", "H", "C", "H", "H", "H", "O", "C", "H", "H", "C", "C", "H", "H", "C", "C"], "coordinates": [[4.274, -0.747, -1.116], [-0.443, -1.732, 1.166], [1.214, -1.456, 1.945], [2.575, -1.154, 0.346], [-5.315, -1.054, -0.044], [-7.502, 1.072, -1.432], [2.953, 3.123, -0.863], [-1.565, -0.238, -0.087], [-1.215, 1.546, 1.465], [-1.373, -1.653, 0.724], [3.088, -3.001, -1.005], [0.563, 1.146, 0.051], [-3.430, -2.098, -0.093], [-7.353, 0.466, -0.614], [3.838, -3.497, -1.617], [0.837, 4.329, -1.353], [-3.042, 0.021, -0.058], [-3.354, 0.338, 0.938], [-7.698, -0.522, -0.799], [3.098, 2.098, 1.825], [1.854, 3.043, -0.410], [-3.170, 0.841, -0.823], [1.203, -3.165, 0.594], [-5.880, 0.325, -0.416], [-1.295, -0.371, -1.197], [-5.930, -1.904, -0.353], [-3.851, -1.224, -0.440], [1.988, -4.819, -0.459], [0.395, -3.764, 0.915], [-0.713, 0.949, 0.548], [-3.877, -1.295, -1.518], [1.412, 2.081, 0.680], [5.221, -1.074, -1.268], [-1.995, -1.483, 1.477], [2.499, 1.312, 1.432], [-5.318, 0.452, -1.304], [-5.696, 1.153, 0.250], [4.499, 1.388, -0.887], [0.643, 3.731, -0.626], [3.370, -1.698, -0.627], [1.896, 0.856, 2.244], [0.885, 0.247, -0.463], [1.587, -1.853, 1.058], [2.061, -3.770, -0.353], [-5.613, -1.150, 1.035], [1.018, 2.646, 1.539], [4.037, 0.478, -0.512], [3.114, 0.292, 0.478]], "forces_ev_per_a": [[-0.020, -1.244, -0.950], [-1.010, 0.481, -0.736], [-0.912, 0.854, 1.222], [0.786, 2.987, 1.896], [-1.774, -0.029, 2.768], [-0.186, -0.711, 0.432], [-0.588, 1.192, -0.894], [1.892, -2.002, -0.115], [0.210, 0.893, 0.509], [0.990, 2.523, -1.619], [0.411, -1.921, 0.827], [-3.018, -2.758, -0.970], [0.798, -1.794, 0.935], [0.195, -2.259, -0.476], [-0.402, -0.217, -0.282], [-0.322, 0.512, -0.394], [0.174, 0.498, -0.660], [0.113, 0.372, -0.048], [0.124, 1.939, -0.166], [1.300, 0.053, 0.503], [-2.078, -0.608, 2.351], [-0.429, -0.578, 1.070], [3.069, 1.700, -0.531], [-0.843, -0.276, -0.606], [0.092, -0.226, 1.652], [-0.054, 0.233, -1.101], [-1.696, 2.442, -0.725], [-0.142, -0.837, -0.763], [-0.730, -0.183, 0.945], [-0.782, -1.828, -0.651], [0.215, -0.136, -0.579], [1.895, -0.321, 0.981], [-0.170, 0.342, -0.428], [-0.791, -0.034, 1.049], [-0.882, -0.638, -1.624], [0.190, 1.134, -1.494], [1.033, -0.167, 0.551], [0.087, -0.415, 0.439], [2.705, 0.017, -1.120], [-0.634, -0.550, -0.725], [0.840, -0.148, -0.250], [-0.028, 2.550, 1.191], [0.507, -2.242, -2.392], [0.892, 2.833, -0.119], [1.349, -0.027, -0.150], [-1.181, -0.040, -1.027], [-0.485, -0.697, 1.459], [-0.707, -0.669, 0.819]], "largest_force_ha_per_bohr": 0.0817, "homo_energy_ev": -8.129, "e_tot_ha": -1106.848696, "smiles": "NCCCC[C@H](N)C(=O)N[C@@H](Cc1c[nH]c2ccccc12)C(=O)O", "gap_ev": 8.7536, "de_lowest_kj_mol": 415.8}

***

(4)
{"formula": "C17H24N4O3S", "method": "ωB97M-V with the def2-TZVPD basis set", "elements": ["H", "N", "H", "H", "C", "O", "H", "S", "H", "C", "C", "H", "C", "N", "C", "H", "N", "C", "H", "H", "C", "C", "H", "H", "H", "H", "H", "C", "C", "C", "H", "H", "H", "C", "H", "H", "C", "H", "O", "C", "O", "H", "C", "N", "H", "H", "H", "C", "C"], "coordinates": [[-4.299, -1.647, -2.876], [0.490, 4.868, -1.949], [-1.436, 4.043, -2.388], [-1.239, -0.724, 3.358], [-1.762, -2.758, -0.296], [-3.370, -3.277, -2.001], [2.624, 4.791, -1.317], [2.746, 1.763, -0.674], [-0.715, 6.516, -2.604], [1.775, -2.091, 2.492], [1.333, -0.571, -1.042], [2.421, -2.286, 1.661], [0.899, 0.598, 0.965], [1.904, 0.349, -0.088], [-0.439, 3.870, -2.060], [2.113, -1.144, -1.541], [-0.821, -1.825, -0.944], [-3.202, -2.582, -0.763], [-0.918, -0.494, 1.087], [-3.893, -3.009, -0.041], [0.421, -1.509, -0.216], [0.135, -0.714, 1.090], [0.772, -0.025, -1.763], [0.239, 1.385, 0.705], [-2.643, -2.003, -3.452], [-0.618, -2.158, -1.878], [-3.932, -3.024, -3.943], [0.279, 6.322, -2.153], [-0.318, -1.289, 3.494], [1.665, 4.269, -1.557], [1.053, 6.752, -2.764], [-1.518, -3.780, -0.445], [-0.657, -1.804, 5.554], [0.022, -1.904, 4.687], [-1.768, -2.598, 0.780], [0.894, -2.495, -0.023], [1.447, 2.952, -1.371], [1.452, -3.092, 5.761], [3.446, 2.435, 0.432], [0.547, -1.395, 2.386], [3.627, 1.308, -1.734], [1.378, 0.905, 1.923], [2.113, -2.682, 3.703], [0.090, 2.716, -1.698], [3.047, -3.238, 3.754], [0.282, 6.818, -1.174], [-3.357, -1.492, -0.779], [1.248, -2.595, 4.819], [-3.558, -2.455, -3.117]], "forces_ev_per_a": [[0.559, -0.514, -0.347], [0.294, 0.511, -0.516], [-0.509, 0.011, -0.104], [0.097, -0.189, 0.225], [-0.169, 1.048, 0.377], [-0.262, 0.217, 0.405], [-1.274, -0.164, -0.459], [0.787, -0.606, 0.425], [0.653, -0.371, 0.128], [-1.386, 0.058, 0.900], [0.278, -1.031, -0.238], [0.179, 0.349, -0.501], [1.120, 0.183, 0.774], [1.218, 2.327, 0.620], [2.135, -0.716, 0.959], [0.104, 0.152, -0.068], [-0.644, 0.458, 0.026], [0.983, 0.115, -0.124], [-0.475, 0.022, 0.215], [-0.076, -0.211, 0.089], [-0.344, -0.573, -0.167], [0.671, -0.649, 0.211], [-0.843, 0.195, -0.829], [-0.796, 0.890, -0.536], [0.649, 0.472, -0.061], [0.135, 0.056, 0.049], [-0.352, -0.590, -0.312], [-0.746, -0.553, 0.711], [0.831, -0.178, -0.892], [1.796, 1.422, 0.856], [0.262, -0.008, -0.311], [0.519, -1.210, -0.163], [0.483, -0.217, -0.548], [0.463, -0.112, 0.843], [0.253, 0.208, 0.213], [0.384, 0.726, 0.310], [-1.522, -0.716, 0.030], [0.240, 0.062, -0.129], [-2.112, -0.878, -1.390], [-0.053, -0.406, -0.166], [-1.444, 0.267, 0.454], [-0.104, -0.351, -0.738], [-0.574, 0.011, 0.808], [0.525, -0.678, 0.079], [-0.162, 0.059, 0.189], [0.068, -0.095, -0.236], [-0.357, -0.279, -0.599], [-0.556, 0.365, -0.971], [-0.928, 1.108, 0.506]], "largest_force_ha_per_bohr": 0.0525, "homo_energy_ev": -8.809, "e_tot_ha": -1505.034671, "smiles": "COCCN[C@H]1CN(S(=O)(=O)c2cn(C)cn2)C[C@@H]1c1ccccc1", "gap_ev": 9.3506, "de_lowest_kj_mol": 476.2}

***

(5)
{"formula": "C17H24N4O5S3", "method": "ωB97M-V with the def2-TZVPD basis set", "elements": ["H", "C", "H", "S", "H", "H", "C", "N", "H", "C", "H", "C", "C", "H", "H", "H", "C", "H", "H", "N", "H", "H", "C", "N", "C", "H", "S", "H", "C", "O", "C", "H", "H", "N", "C", "C", "C", "O", "H", "H", "H", "O", "O", "C", "H", "S", "C", "C", "O", "C", "H", "H", "H"], "coordinates": [[0.226, 3.472, 0.101], [0.916, -2.033, 0.040], [4.263, -1.491, 1.967], [1.551, 1.674, 0.901], [1.676, 4.126, -1.707], [-3.419, 0.176, 1.429], [-0.236, -1.386, -0.377], [0.989, 1.565, -2.134], [-6.540, 0.646, -1.181], [-0.936, 1.379, -3.548], [-3.684, 1.028, -0.110], [-1.339, -1.248, 0.502], [-1.333, -1.787, 1.778], [3.664, 1.290, -0.117], [-1.392, 1.896, -4.391], [1.789, -2.151, -0.579], [0.930, -2.476, 1.343], [2.994, 2.072, -2.378], [-6.669, -1.323, 0.383], [-2.217, -0.408, -0.138], [-5.878, -0.359, 1.629], [0.671, 0.628, -1.860], [-6.505, 0.758, -0.100], [3.276, -1.407, 1.776], [-0.158, -2.381, 2.198], [-4.669, -1.017, -1.097], [-2.292, 1.156, -2.349], [-5.888, 1.620, 0.136], [1.290, 3.382, 0.294], [2.419, -3.235, 3.389], [0.234, 2.219, -3.032], [-7.513, 0.958, 0.255], [-0.602, 0.385, -3.838], [-0.463, -0.646, -1.508], [2.122, 3.458, -0.970], [2.646, 1.123, -0.451], [2.239, 2.045, -1.579], [0.446, 3.341, -3.441], [3.129, 3.812, -0.742], [1.599, 4.080, 1.063], [2.475, 0.070, -0.640], [3.225, -3.814, 1.140], [0.286, 0.989, 0.868], [-1.618, -0.057, -1.305], [-2.178, -1.690, 2.441], [2.522, -2.904, 1.995], [-4.604, -0.932, -0.010], [-3.488, 0.054, 0.346], [2.260, 1.632, 2.153], [-5.962, -0.509, 0.550], [-0.043, -2.753, 3.204], [2.874, -0.679, 2.351], [-4.340, -1.914, 0.389]], "forces_ev_per_a": [[-0.092, -0.069, 0.030], [-0.401, 0.057, -0.299], [0.252, -0.164, 0.040], [-0.122, 0.172, 0.217], [0.109, -0.023, 0.141], [0.004, 0.111, -0.061], [-0.452, -0.315, 0.601], [0.267, -0.158, 0.310], [-0.023, 0.035, -0.149], [-0.179, -0.081, 0.213], [0.050, -0.002, 0.190], [0.700, -0.470, -0.065], [-0.129, 0.055, -0.088], [0.096, 0.032, 0.010], [0.062, -0.044, 0.083], [0.105, 0.086, -0.189], [0.579, -0.088, 0.301], [-0.030, -0.037, 0.232], [0.005, -0.014, 0.101], [0.311, 0.080, -0.203], [-0.046, -0.078, 0.078], [0.021, 0.184, -0.236], [0.011, -0.175, 0.176], [-0.378, -0.623, -0.196], [-0.075, -0.053, 0.224], [0.052, -0.064, -0.053], [-0.230, 0.326, -0.228], [0.027, 0.169, -0.017], [0.189, -0.668, 0.121], [-0.348, 0.147, -0.090], [-0.168, -0.395, -0.001], [-0.081, 0.110, -0.017], [0.007, 0.026, -0.098], [-0.349, -0.067, -0.333], [0.115, 0.138, -0.429], [-0.581, 0.408, 0.328], [0.210, 0.532, -0.669], [0.042, 0.395, -0.271], [0.033, -0.004, 0.003], [0.017, -0.022, 0.142], [-0.022, -0.134, 0.093], [-0.052, 0.081, -0.266], [-0.131, 0.094, -0.219], [0.536, -0.198, -0.265], [-0.072, -0.001, 0.115], [0.458, 0.433, 0.221], [-0.079, 0.139, 0.293], [-0.563, -0.155, -0.038], [0.451, 0.177, 0.147], [0.088, 0.003, -0.223], [-0.068, -0.007, 0.141], [-0.183, 0.135, 0.222], [0.063, -0.019, -0.071]], "largest_force_ha_per_bohr": 0.0171, "homo_energy_ev": -8.584, "e_tot_ha": -2452.027949, "smiles": "CCCCn1c(SCC(=O)N[C@H]2CCS(=O)(=O)C2)nc2cc(S(N)(=O)=O)ccc21", "gap_ev": 9.0235, "de_lowest_kj_mol": 5.5}